# 1
Entry from the OMol25 dataset: a molecular structure, C10H14O8PPtS4 at a distorted geometry (ωB97M-V/def2-TZVPD).

For the relative energy (zero: lowest compared OMol25 entry of this formula, charge and spin), the calculation gives 0.000 eV. As for the net charge: 0. As for the orbital gap (alpha / beta): 7.1639 / 7.1787 eV. The spin multiplicity is 2. The value obtained for the total energy is -82853.715 eV.

The geometry in XYZ format:
```
38
C10H14O8PPtS4 (ωB97M-V/def2-TZVPD)
C 2.556 0.696 5.370
O -0.745 2.601 -0.844
H 3.216 0.750 3.306
H 2.524 1.780 5.475
H 2.006 1.142 -5.605
C 2.439 0.299 3.923
H -0.915 -1.955 1.201
O -3.357 -0.987 -3.151
H 0.931 -1.098 -5.777
H 0.276 -3.108 1.798
P 0.333 0.099 2.308
O -1.530 -1.370 -1.513
C -1.561 -3.021 2.960
H 1.100 2.814 -4.028
C 1.154 0.892 -4.986
S -1.002 2.995 -2.305
H -1.125 -3.466 3.854
O -0.097 4.056 -2.635
S -2.326 -0.421 -2.361
O -2.761 0.651 -1.400
H 2.455 -0.783 3.795
H 3.506 0.339 5.769
H -0.979 -1.635 -4.316
S 1.137 0.002 0.382
O 1.170 0.818 3.415
H 1.747 0.259 5.954
H -2.072 -3.803 2.397
C -0.519 -0.656 -4.271
Pt -0.944 0.573 -0.401
H -2.297 -2.274 3.256
O -2.392 3.181 -2.586
O 0.199 -1.370 2.882
S -1.357 1.073 1.906
C 0.653 1.833 -4.100
C -1.033 0.289 -3.387
C 0.560 -0.358 -5.081
C -0.455 1.566 -3.300
C -0.496 -2.401 2.097
```



# 2
Entry from the OMol25 dataset: 7 unconnected molecules or ions with the total composition C30H43F3N2O11 at a distorted geometry (ωB97M-V/def2-TZVPD).

As for the net charge: 0. As for the orbital gap: 8.2189 eV. The SMILES is O=NOc1ccc(C[C@@H]2CO2)c2c1C(=O)N(C(F)(F)F)C2=O.CC(C)=O.CC(C)=O.CC(C)=O.CC(C)=O.CC(C)=O.CC(C)=O. The value obtained for the total energy is -65456.102 eV.

The geometry in XYZ format:
```
89
C30H43F3N2O11 (ωB97M-V/def2-TZVPD)
H -0.219 -6.054 -0.846
C -1.498 4.448 1.487
O 3.583 1.249 3.207
C 0.474 -0.588 -7.023
H 0.807 8.500 5.509
H -2.190 3.890 2.120
C -0.994 -5.653 -0.191
H -1.150 3.800 0.690
H -2.686 -8.608 0.549
C 0.472 -2.562 -1.999
O 3.277 -2.396 -2.729
H 3.372 -1.795 2.756
F 0.806 -3.470 -1.080
O 6.834 -0.832 -3.180
O -5.609 -10.364 0.382
H 2.616 -1.458 4.324
H 2.280 -2.805 -6.947
H -3.486 6.196 2.503
C 1.939 0.779 -2.050
H 3.390 -2.042 -5.789
C 3.326 -1.084 3.583
H 3.151 2.928 1.627
C 3.001 2.783 -2.660
C 1.562 3.807 -0.164
C 1.532 0.340 2.415
O -2.075 7.725 4.731
H -1.563 -8.371 -0.804
H 4.309 -1.001 4.039
O 2.645 0.223 -6.472
H 3.357 4.025 0.496
F -0.796 -2.230 -1.830
C 1.897 -0.724 -6.536
C 2.629 -1.416 -2.519
H 0.397 3.633 -1.939
H 0.215 2.310 -0.729
H 3.025 3.863 -2.668
H -0.895 10.534 5.202
C 0.909 2.946 -1.266
H -4.474 -9.854 2.559
O -2.279 5.784 -0.313
F 0.583 -3.162 -3.192
H -0.220 -0.900 -6.240
H -0.553 -4.922 0.478
O 1.298 3.547 1.114
C 0.941 -0.150 -1.469
C 2.941 0.036 -2.672
H 1.336 1.359 2.094
H 4.811 2.602 -3.753
N 1.316 -1.421 -1.961
H -4.797 -8.124 2.336
O -1.584 -6.764 1.827
O 5.016 0.053 -3.946
H 0.094 6.881 5.664
C 3.987 0.681 -3.303
C -2.744 6.661 1.854
C 2.355 -2.099 -6.118
H -7.454 -8.814 -0.308
H 0.756 0.028 3.117
C -7.047 -8.489 0.646
H 1.734 -2.454 -5.294
H 0.277 0.448 -7.285
C 1.948 2.151 -1.995
C -1.616 -6.765 0.619
C 2.749 3.080 0.624
N 5.703 -0.924 -3.041
H -0.648 4.767 2.089
H -1.720 10.070 6.701
H -7.840 -8.492 1.396
H -5.970 -9.144 3.195
C -1.332 8.441 5.362
H -0.018 8.036 7.008
H -2.624 10.130 5.174
C -1.665 9.889 5.627
H 0.316 -1.218 -7.900
H -1.756 -5.167 -0.803
C -0.027 7.930 5.922
H -3.212 7.472 1.299
C 2.884 0.269 3.080
C -5.935 -9.423 1.065
H -3.097 -7.476 -0.759
H 1.501 -0.318 1.545
H 1.725 4.866 -0.380
C 4.000 2.067 -3.284
H -1.948 7.063 2.476
C -2.285 -7.879 -0.151
C -2.188 5.648 0.887
C -5.251 -9.116 2.375
O 0.036 0.058 -0.711
H -6.665 -7.472 0.547
```



# 3
Entry from the OMol25 dataset: 2 unconnected molecules or ions with the total composition C4H8FNO at a distorted geometry (ωB97M-V/def2-TZVPD).

For the relative energy (zero: lowest compared OMol25 entry of this formula, charge and spin), the calculation gives 0.808 eV. As for the net charge: 0. As for the orbital gap: 11.0254 eV. The value obtained for the total energy is -10531.696 eV.

The geometry in XYZ format:
```
15
C4H8FNO (ωB97M-V/def2-TZVPD)
C 1.841 0.968 -0.316
H 0.506 -0.015 1.740
H -2.159 -0.137 1.264
H -2.302 0.251 -0.880
C -1.470 -0.365 -0.670
N -0.100 0.235 1.027
O -0.272 0.306 -1.167
H 2.533 0.497 -1.030
H -1.190 -1.551 1.012
F 1.045 -1.569 -0.289
H 2.520 1.038 0.575
H -1.751 -1.322 -1.152
C -1.307 -0.523 0.784
C 0.558 0.216 -0.141
H 1.548 1.972 -0.758
```



# 4
Entry from the OMol25 dataset: a molecular structure, C5H7N (ωB97M-V/def2-TZVPD).

For the relative energy (zero: lowest compared OMol25 entry of this formula, charge and spin), the calculation gives 5.616 eV. As for the net charge: 0. As for the orbital gap: 8.2469 eV. The value obtained for the total energy is -6782.897 eV.

The geometry in XYZ format:
```
13
C5H7N (ωB97M-V/def2-TZVPD)
H 0.034 -1.843 0.139
H -0.601 2.004 0.306
C -0.390 -0.968 0.644
H -2.252 0.184 0.275
C -1.315 -0.089 -0.214
H -1.531 -0.410 -1.237
C -0.248 1.034 -0.054
H 2.320 0.898 -0.108
C 0.668 0.968 -1.247
C 1.524 0.154 -0.316
N 0.594 0.138 0.835
H -0.822 -1.293 1.593
H 2.020 -0.778 -0.615
```



# 5
Entry from the OMol25 dataset: a molecular structure, C54H144B3F12N9O18Ti at a distorted geometry (ωB97M-V/def2-TZVPD).

As for the net charge: +7. As for the orbital gap (alpha / beta): 3.5149 / 6.7345 eV. The spin multiplicity is 4. The value obtained for the total energy is -166283.454 eV.

The geometry in XYZ format:
```
241
C54H144B3F12N9O18Ti (ωB97M-V/def2-TZVPD)
C 5.144 -2.887 2.582
H 4.097 7.400 -3.400
C 4.040 6.037 -0.764
H 4.934 -0.050 -4.575
H -2.629 -3.204 -7.196
C -1.349 -2.214 7.726
H 4.158 -4.780 -4.542
H -8.645 -0.285 -0.280
H 5.041 8.034 -2.261
O -6.339 3.014 0.510
H -1.083 4.853 -5.425
N -1.002 -2.472 -6.146
C 1.021 6.478 1.693
C -0.261 3.059 -6.049
H -0.855 -4.988 -9.905
B 2.113 1.527 1.096
C -0.256 -3.868 9.425
C -3.190 1.930 4.377
H -1.250 5.790 2.605
H -4.030 1.672 3.733
H 3.729 -2.210 -0.164
F 1.366 2.589 0.655
H -0.990 -11.661 -2.152
H -5.409 4.093 2.098
F 1.528 0.493 0.446
H -2.159 -1.508 12.288
N 0.929 -7.638 -1.066
C 4.650 -2.575 3.992
O 1.350 -5.341 0.562
C -0.011 -5.599 0.119
H 2.126 -4.323 2.160
O 3.303 -3.008 -4.713
H 2.852 -0.871 3.413
C 3.428 -4.205 -3.971
H 2.689 6.757 4.369
C -0.629 5.548 -3.042
H -2.159 -3.169 12.806
C -3.675 2.391 -6.523
C 5.627 3.872 3.457
C 3.348 -0.371 4.245
C -0.068 -2.403 -2.846
N 4.678 -1.073 4.214
H -10.240 2.915 -3.278
H 5.293 -2.975 4.776
C -1.354 3.457 4.038
O 5.478 4.297 2.123
C 1.179 -10.078 -0.334
C -0.684 -2.967 10.699
H -4.429 -1.333 -3.545
H -1.040 -2.048 3.832
H 3.603 0.659 3.994
O 0.475 6.431 -3.515
N 2.808 0.151 -4.541
C -0.044 -4.572 -7.358
H -6.506 4.936 1.011
H 3.100 6.589 -0.779
H 0.253 0.502 -3.088
H -1.101 -2.066 -2.752
H -3.501 2.363 5.328
O -9.247 2.824 -1.512
H 2.668 4.269 -0.653
H 2.365 -1.317 8.021
C -5.802 0.980 -0.393
O -2.610 -1.174 -4.566
F -3.634 -1.072 0.819
O -1.731 -3.219 5.477
C -0.228 -7.042 -0.204
O 0.077 -3.767 -8.475
H 2.488 -4.748 -4.069
H 2.016 -3.347 0.753
H -0.327 -1.839 7.680
H -3.864 0.327 -3.874
H 2.491 7.975 3.297
C -5.846 1.809 0.875
H 2.977 1.091 -4.870
H 4.721 3.645 -1.721
C 4.323 -2.074 -4.444
C 2.721 6.910 3.290
H 5.192 -3.976 2.584
H 3.730 -0.591 8.718
O 0.354 -10.334 -1.456
H -0.827 -4.068 7.375
H 0.479 4.832 0.444
H 0.705 -12.252 -1.802
H 2.644 -8.845 -1.379
F -2.076 -2.804 0.317
H 0.052 -2.335 5.220
B -2.315 -1.452 0.562
C 6.161 3.761 -0.224
C 2.424 0.105 -3.036
H -1.762 4.588 1.570
F -1.781 -0.780 -0.530
C 3.670 4.571 -0.347
H 2.015 0.226 5.701
H -0.368 -7.590 0.728
H -0.536 6.173 0.308
C -5.758 4.145 1.067
C -0.033 5.570 1.063
H -0.651 5.727 -1.967
H -7.217 0.704 -2.166
O 3.711 -0.568 6.585
H -2.622 -3.822 -5.480
H -10.553 1.462 -0.588
H -0.809 -1.822 -6.895
H -1.067 1.590 -4.719
H 0.338 -2.534 -1.843
C -0.696 -2.780 4.563
C 4.128 -0.654 -4.990
H 0.948 -2.930 -6.119
H 2.483 0.427 7.889
H -0.475 -4.908 9.666
H -5.678 -0.072 -0.136
H -0.002 -3.639 -10.590
H 0.781 -0.480 -1.784
B -2.160 3.079 -0.433
C -2.447 -2.976 -6.145
H 5.188 2.889 3.623
O -2.451 2.693 3.500
H -8.299 1.137 0.614
H -0.375 -1.935 10.534
H -0.737 7.836 -4.231
H -0.463 3.388 -7.069
H -9.927 4.513 -2.456
H -2.681 1.030 4.722
C -0.131 -11.632 -1.481
N -0.992 4.943 2.118
H 1.856 -10.910 -0.140
C 4.948 7.088 -2.795
H 5.731 6.872 -3.521
H 2.366 -8.251 0.280
H -0.057 -4.088 -5.261
H -0.965 -5.146 -7.464
H 7.268 3.852 1.632
H -1.187 3.421 -3.448
C 0.981 -0.269 -2.834
H -2.528 -1.278 5.927
F -2.766 2.574 -1.534
H 0.718 2.592 -5.951
H 4.905 -1.045 0.666
F -2.752 2.538 0.747
C -2.237 -2.222 6.387
H 0.523 -8.085 -1.875
H 1.993 -0.136 -5.064
Ti -0.632 0.822 0.698
F -1.472 -1.099 1.639
C -2.542 -2.498 12.036
C 6.303 3.465 1.302
H 3.063 -0.664 -2.604
H -9.791 0.904 -2.017
H -3.628 -2.468 11.957
H 6.199 2.413 1.565
H -1.150 -6.929 -0.774
C -1.309 2.030 -5.686
H 0.531 -9.972 0.536
O -2.076 -2.981 10.799
C -3.556 -0.683 -3.605
H 6.485 4.779 -0.440
H 0.662 3.939 3.318
H -11.174 3.445 -1.887
H -6.467 1.265 1.586
H -1.355 1.182 -6.370
H -4.864 1.813 1.348
H -0.224 -3.603 4.027
H -4.650 2.760 -6.205
H -1.559 5.974 -3.417
H -1.794 -1.605 8.513
H 2.855 0.982 -2.553
H 5.275 -2.433 -4.835
H 0.082 8.367 -2.687
N -1.257 -3.681 8.203
O 4.468 5.833 -2.153
C 0.150 7.776 -3.601
H -3.169 -0.693 -2.586
H -0.640 -5.127 0.874
H -4.940 4.442 0.410
H 5.312 -0.561 3.617
C -8.477 0.785 -0.403
C -9.605 1.502 -1.125
H 4.465 2.560 -0.716
H 5.043 -1.001 5.153
H 6.677 3.758 3.727
C 2.703 -0.602 5.531
C 0.070 -3.570 -6.212
H 3.597 -2.749 4.212
H 6.103 -2.420 2.356
H 4.206 -0.522 -6.069
H -3.488 2.884 -7.477
H 3.688 6.875 2.787
H -2.203 -3.988 8.377
H 0.543 3.734 -3.276
H -0.265 2.950 2.353
H -7.092 2.051 -1.357
H -0.806 -1.908 -5.331
F 1.822 1.300 2.399
H 0.867 -5.033 -9.876
H -0.045 -3.395 11.472
H 0.597 7.468 1.864
H 3.648 4.440 0.735
C -0.369 3.835 2.981
H -4.271 -2.222 -5.404
O 1.737 6.000 2.806
H -0.588 -12.033 -0.576
H 5.156 4.547 4.172
H 5.418 -2.655 0.114
O 0.733 -1.427 -3.621
H -0.162 -4.945 -0.739
H 6.684 3.011 -0.817
H 0.613 4.653 -5.336
O 4.061 -2.462 1.821
F -0.867 2.770 -0.441
H -3.930 1.344 -6.691
H 0.554 -3.693 1.643
H -0.836 2.703 4.631
H 3.531 -4.168 -2.886
C -10.181 3.460 -2.336
H -1.638 4.124 4.851
N -0.304 4.258 -5.183
H 4.815 6.473 -0.134
H 0.767 -3.803 9.054
H 0.787 -5.276 -7.325
N -7.165 1.053 -1.220
H -3.251 -2.522 6.652
O -2.651 2.597 -5.514
F -2.393 4.447 -0.347
C 4.582 -2.073 0.501
C 3.063 -0.495 7.861
H -3.465 -1.001 -6.424
C 1.918 -8.766 -0.570
H 2.111 -1.513 5.440
C 1.489 -4.132 1.296
F 3.457 1.548 0.874
H 0.885 8.279 -4.229
C 0.021 -4.354 -9.768
C -3.312 -1.787 -5.685
C -0.401 4.157 -3.620
N 4.709 3.540 -0.717
H -0.110 -3.436 -3.191
H -5.071 1.291 -1.139
H 4.490 -1.927 -3.377
H 1.480 -6.889 -1.460
H 1.799 6.730 0.973
```



# 6
Entry from the OMol25 dataset: a single C4H3N molecule at a distorted geometry (ωB97M-V/def2-TZVPD).

For the relative energy (zero: lowest compared OMol25 entry of this formula, charge and spin), the calculation gives 4.829 eV. As for the net charge: 0. As for the orbital gap: 8.0339 eV. The value obtained for the total energy is -5679.679 eV.

The geometry in XYZ format:
```
8
C4H3N (ωB97M-V/def2-TZVPD)
H -2.198 0.136 -0.750
C -0.581 -0.841 -0.001
C 0.914 0.613 0.112
C -0.240 1.388 0.008
H 1.749 1.333 -0.013
N -1.574 -0.092 0.105
H 1.248 -1.715 0.383
C 0.682 -0.821 0.157
```